33
Properties=species:S:1:pos:R:3:forces:R:3 method="wB97M-V/def2-TZVPD" homo_energy_ev=-7.52 de_lowest_kj_mol=36.9 gap_ev=8.16
N -1.3673 -0.0196 -1.2029 0.43 0.02 1.25
H -1.3036 -0.6095 3.0810 -0.06 0.38 0.29
H 1.8602 -1.6071 -2.8296 -0.21 -0.08 0.23
C 0.9164 3.0942 0.7956 -0.84 -0.84 -1.39
H -2.2853 -0.1174 -3.0819 -0.20 -0.09 0.02
H -0.0274 -1.7386 2.5111 -1.40 -0.32 0.83
H 2.5026 -2.3644 1.3735 -0.02 0.18 0.26
N -1.7412 -0.2012 0.1171 0.27 0.00 -0.64
H 1.3290 4.8523 -0.4283 -0.05 0.22 -0.25
Sn 0.8969 0.3430 1.9481 -2.24 0.30 1.37
H 0.7203 3.0844 -2.4843 -0.08 0.06 -0.09
C 2.5403 -2.4376 -0.8560 -0.17 0.15 0.24
H 3.2798 -3.1920 -1.0639 -0.15 -0.04 -0.20
H -1.7630 -2.1745 2.4928 -0.06 -0.25 -0.06
B 0.1232 0.3705 -1.5718 -1.44 -0.30 0.49
H -3.5842 -0.7431 1.0046 0.13 0.04 0.07
H 1.0765 3.3872 1.8169 -0.02 -0.05 0.16
C 1.8073 -1.6529 -1.7478 0.53 0.35 0.19
Cl 2.9820 0.5160 3.0055 1.93 0.15 0.09
C 1.0207 3.8285 -0.3739 0.02 -0.08 -0.42
H -4.4965 -0.8012 -1.5259 -0.31 -0.06 -0.28
C 0.7102 2.9458 -1.4188 0.47 -0.20 0.83
N 1.0735 -0.7626 -1.0596 0.43 -0.49 0.89
H 0.2119 0.4873 -2.7518 0.15 -0.03 -0.19
C -3.5005 -0.5658 -1.2244 -0.04 -0.03 -0.13
N 0.4609 1.7329 -0.8907 0.04 0.72 0.86
C -1.0106 -1.6384 3.0640 0.49 -1.33 -0.66
N 0.5067 1.8451 0.4704 1.18 0.95 -1.11
H -0.9218 -2.0852 4.0524 0.04 0.17 0.07
N 1.2570 -1.0038 0.2770 1.26 -0.60 -0.53
C -3.0350 -0.5378 0.0997 1.07 0.37 -0.90
C -2.4152 -0.2359 -2.0171 -0.08 0.01 0.37
C 2.1762 -1.9987 0.4187 -1.08 0.71 -1.70

35
Properties=species:S:1:pos:R:3:forces:R:3 method="wB97M-V/def2-TZVPD" multiplicity=3 s_squared=2.007 homo_energy_ev="-8.72 / -8.72" de_lowest_kj_mol=0.0 gap_ev="8.98 / 7.55"
C -0.8975 -2.3160 -3.5271 0.02 0.48 0.97
H -0.7984 2.5099 -4.5844 0.20 0.14 0.37
H 0.8953 0.9444 1.8975 0.26 0.07 0.38
N -1.3348 1.4031 -1.5845 1.02 2.86 -1.21
H -0.6976 -2.3777 -4.5909 0.26 -0.06 0.34
C 2.6189 0.1247 -3.8062 0.34 0.10 0.83
O -2.3511 -0.0445 3.4381 1.33 0.19 -2.43
O -2.1909 -0.1416 1.2892 -0.39 -0.10 1.34
C -1.0137 2.4560 -3.5218 0.15 -0.54 0.86
H 4.7596 0.1741 -3.1847 0.09 -0.03 -0.13
H 1.9724 -0.0119 2.9152 0.11 -0.20 0.15
H 0.8237 1.1381 3.6689 0.16 -0.09 -0.13
Ni -1.7848 0.0260 -0.4244 -0.22 0.55 0.92
C -1.8035 2.6900 -1.4471 0.48 -1.25 -1.48
C 3.1431 0.1063 -1.6440 -1.15 0.04 -0.99
C 1.4910 0.9519 2.8236 -0.31 0.38 -0.45
H -2.0689 -2.9621 -0.5192 0.04 0.34 -0.06
H 3.6467 0.1045 -0.6863 -0.19 0.00 -0.08
H -1.7358 -4.2488 -2.8859 0.03 -0.04 0.04
H -1.9597 4.3498 -2.9150 0.02 0.02 0.08
C 3.7163 0.1366 -2.9375 -1.05 -0.03 -0.12
B -0.0308 0.0874 -3.4490 1.27 0.19 0.75
N -1.2553 -1.2685 -1.5981 1.25 -3.24 -1.34
N 1.4865 0.0993 -3.0591 0.21 0.04 0.93
N -1.6104 0.0944 2.4854 -1.22 -0.22 1.75
N -0.7456 1.3202 -2.8442 -1.79 0.82 0.49
H -2.2755 3.0586 -0.5449 0.12 -0.33 -0.04
N 1.7980 0.0868 -1.7265 0.70 -0.01 -0.22
H 2.2469 1.7386 2.7608 -0.07 -0.12 0.04
H -0.1009 0.1031 -4.6386 -0.20 -0.03 -0.18
C -1.6510 -2.5755 -1.4400 0.46 1.33 -1.39
C -1.6373 3.3548 -2.6617 -0.06 0.06 0.00
H 2.5660 0.1548 -4.8787 0.04 -0.03 -0.14
C -1.4635 -3.2349 -2.6512 -0.06 -0.25 -0.12
N -0.6904 -1.1618 -2.8534 -1.82 -1.04 0.27

34
Properties=species:S:1:pos:R:3:forces:R:3 method="wB97M-V/def2-TZVPD" smiles="CC(=O)OC(=O)COC(=O)O[C@H](Br)[C@@H](C)Br.ClCCCl" homo_energy_ev=-10.21 gap_ev=10.02
C 2.0950 3.4814 0.2546 1.52 0.63 1.14
H 2.2349 4.5800 0.5809 -0.35 -1.72 -0.63
H -2.7996 -5.6262 -3.9537 0.04 0.04 0.12
C -0.9349 0.8185 0.1531 -0.17 -0.08 -0.16
C 3.6058 0.7141 1.7648 3.86 -2.98 0.98
Br -0.8567 -1.0796 -0.4783 -0.01 0.99 0.40
Cl -0.4760 -4.0268 -1.5618 0.05 -0.19 -0.06
O -0.7461 1.6601 -1.0179 1.89 1.34 1.58
C -2.1997 -4.8129 -3.5410 0.07 -0.15 -0.05
Br -3.7474 1.8228 -0.2325 0.76 -0.72 0.30
H -2.4203 -5.3597 -1.4543 0.08 0.13 -0.11
O 1.4825 1.4840 -1.5778 -2.62 2.77 2.30
H -1.6257 1.5757 2.9933 -0.43 0.89 -1.14
Cl -3.2696 -3.3945 -3.4145 0.05 0.02 0.02
H -1.0909 -6.1657 -2.2957 -0.02 0.11 -0.07
C 0.6021 2.1518 -1.0093 1.16 -2.12 -1.75
O 4.7316 0.2067 1.9872 -4.18 2.45 -0.80
C -2.3237 1.0521 0.9149 1.01 0.83 1.28
H 2.3192 -0.1342 0.1683 -0.15 -0.12 1.66
H -2.6678 0.0657 1.3627 0.28 1.37 -0.89
C -2.0357 2.1342 2.0889 0.25 -0.20 -0.91
H -2.9730 2.7254 2.3570 1.31 -0.97 -0.32
H 1.4702 -0.0995 1.8822 1.35 -0.12 -0.99
H -1.2393 2.8516 1.6604 -1.31 -0.98 0.97
H -0.0370 0.9844 0.8343 -1.52 -0.42 -0.55
H -1.4087 -4.5772 -4.2549 -0.07 0.05 0.16
O 3.5029 2.1274 1.9422 -2.24 -1.02 -1.26
C -1.6330 -5.2231 -2.1973 -0.13 -0.22 -0.08
C 2.2028 2.6301 1.6330 -2.47 -0.10 1.35
H 2.9686 3.1961 -0.4161 -1.39 0.24 0.68
H 2.7962 -1.3468 1.4899 -0.35 1.96 -0.22
O 1.2390 2.4598 2.3990 3.43 0.49 -2.79
C 2.4397 -0.2684 1.3023 0.18 0.42 0.00
O 0.7946 3.3927 -0.3642 0.15 -2.59 -0.16

29
Properties=species:S:1:pos:R:3:forces:R:3 method="wB97M-V/def2-TZVPD" smiles=OCC[NH2+]CCOc1ccc(Cl)c(Cl)c1 charge=+1 homo_energy_ev=-11.63 de_lowest_kj_mol=9.8 gap_ev=8.68
H -3.3429 -0.2512 -1.8846 0.08 0.10 0.13
C 1.5740 -1.6766 0.2097 0.17 0.17 -0.06
H -3.6551 1.4983 -1.9516 0.07 -0.03 0.13
C -3.0384 -0.5545 0.7048 0.43 -0.56 0.70
H -5.6977 0.1777 -2.4048 0.09 0.10 0.07
H -5.8841 1.1955 -0.9582 0.07 -0.03 -0.10
C 0.3466 -1.2576 0.6983 -0.22 0.13 0.13
C -5.3598 0.3214 -1.3732 0.15 0.27 -0.12
H -1.6924 -1.0731 2.3437 -0.08 0.04 -0.05
H -2.5419 -1.2338 0.0099 -0.09 0.13 -0.05
C -2.0885 -0.1823 1.8532 -0.25 -0.12 -0.06
C 2.5643 -0.7636 -0.1136 -0.06 0.09 0.04
C 0.1143 0.0973 0.8790 0.35 0.04 -0.22
H -6.4826 -1.1614 -0.7515 -0.02 0.02 0.02
Cl 3.5256 1.7593 -0.3252 -0.03 0.12 0.02
C 1.1001 1.0240 0.5590 -0.14 -0.12 0.06
H -2.4024 1.2022 -0.0015 -0.41 -0.04 -0.07
H -0.3918 -2.0060 0.9373 -0.10 -0.07 0.03
O -5.5998 -0.8176 -0.5810 0.05 -0.21 0.07
Cl 4.0741 -1.3062 -0.7267 0.01 -0.13 -0.01
C -3.8530 0.5806 -1.3964 -0.74 -0.26 -0.63
H 1.7643 -2.7289 0.0754 0.05 -0.10 -0.03
H -2.6129 0.4174 2.6038 0.05 -0.10 -0.04
H -3.9792 1.2730 0.5360 0.22 -0.03 -0.08
H 0.9114 2.0736 0.7138 0.01 0.14 0.01
N -3.3212 0.7123 -0.0188 0.20 0.41 0.18
H -3.9621 -1.0140 1.0517 0.09 0.13 -0.10
C 2.3215 0.6016 0.0640 -0.11 -0.23 0.01
O -1.0710 0.6515 1.3430 0.19 0.12 0.01

29
Properties=species:S:1:pos:R:3:forces:R:3 method="wB97M-V/def2-TZVPD" smiles="C[C@@]12N=C(Cl)CC(=[NH2+])N1N=C[C@@H]2C1CC1" charge=+1 homo_energy_ev=-12.98 de_lowest_kj_mol=0.0 gap_ev=9.16
H 0.9025 -2.9715 -1.7578 -0.13 0.39 -0.10
N 0.3576 2.1250 -0.4209 3.26 -0.30 0.64
C -0.3856 0.0805 0.6041 2.02 0.21 -0.26
Cl -3.6608 -1.9739 -0.1033 0.20 -0.07 -0.41
H 1.6725 -0.2933 1.0903 1.56 -0.63 1.90
H -0.1632 1.1232 2.4993 0.10 1.34 0.14
H -1.7340 0.1715 2.2795 1.82 0.22 0.24
H 3.2524 -2.1532 -1.7559 -0.03 0.24 1.23
C 1.4313 1.4656 -0.1372 2.31 1.30 -1.04
C 2.6718 -1.9977 -0.8221 0.36 0.19 0.96
H 1.4884 -0.6503 -1.9436 -0.48 0.47 0.35
C 1.2265 -2.4336 -0.8752 0.13 -3.27 1.87
H 0.9765 -3.0470 0.0459 -0.24 1.41 -1.03
C -2.4529 -0.7544 -0.1273 -1.43 2.54 0.86
H -3.4445 1.0541 0.8125 0.51 -0.92 -1.66
C -0.6058 0.2514 2.0921 -0.68 -1.25 0.58
H 2.4444 2.0350 -0.2501 -1.99 -1.34 0.20
H -2.8139 3.1896 -1.6806 0.40 -0.91 0.53
H -3.7903 0.8747 -0.9812 0.06 -0.21 0.20
C 1.2636 -0.0049 0.1925 -4.07 0.07 -1.01
N -1.2964 -0.9266 0.2548 1.38 -2.29 -0.58
H -1.1112 3.1961 -1.6591 0.32 0.01 0.25
C 1.5066 -1.0147 -0.9158 1.32 1.56 -0.78
H -0.0263 -0.5388 2.6111 -0.88 -0.03 -0.25
N -1.9508 2.7117 -1.3940 -0.80 -1.31 1.43
C -1.8549 1.6458 -0.5092 0.17 1.18 -2.62
H 3.1250 -2.0454 0.2450 -0.39 -0.13 -2.34
C -3.0222 0.7178 -0.2205 0.32 0.61 1.17
N -0.6333 1.2873 -0.1356 -5.12 0.94 -0.47